Entry from OMol25: a 2-piece molecular cluster, C10H21BF8NO7P2S overall in a non-equilibrium geometry (ωB97M-V with the def2-TZVPD basis set).

```
51
Properties=species:S:1:pos:R:3:forces:R:3
C -4.493 -4.042 2.122 -0.2561 -0.4757 -0.5696
O -3.361 -3.226 1.740 0.0624 0.2428 0.7692
B -3.521 -1.898 1.832 -0.5567 -0.3672 -0.2781
O -4.631 -1.240 1.379 0.3971 0.3549 -0.2297
N -2.359 -1.054 2.419 0.2561 -1.1018 -0.7634
C -1.106 -1.495 1.591 -0.3546 0.6740 -0.0510
C 0.106 -0.554 1.675 0.7851 -0.6797 -0.2011
C 1.352 -1.433 1.979 -0.2611 0.6192 -0.0451
C 0.400 0.181 0.366 0.0118 0.2631 0.4900
P -2.735 0.798 2.231 1.4021 1.4514 1.6133
O -4.196 0.974 2.830 -0.1029 0.0247 -0.9727
O -2.861 0.818 0.623 -0.4973 -0.2164 -0.1392
P -2.105 -1.516 4.108 -1.8387 0.5542 1.8798
O -0.799 -0.788 4.585 0.6063 -0.2540 -0.5958
O -1.761 -3.054 4.078 0.5051 -0.2109 -0.3055
S -3.634 -1.129 5.180 0.0976 -0.0025 -0.5204
H -4.110 -4.933 2.607 0.1434 0.0440 0.1076
H -5.044 -4.360 1.240 0.0554 0.0609 -0.1309
H -5.183 -3.519 2.778 0.1256 0.1683 0.1164
H -4.701 -1.252 0.414 -0.3562 -0.2270 0.1643
H -0.852 -2.491 1.939 -0.1681 -0.0962 0.0853
H -1.455 -1.599 0.566 0.0214 0.0698 -0.0988
H 0.042 0.167 2.484 -0.4148 0.0186 0.0502
H 1.758 -1.795 1.038 0.0645 -0.3477 0.0627
H 1.132 -2.263 2.647 0.0648 -0.1367 0.0161
H 2.112 -0.807 2.442 0.1540 -0.0403 -0.0079
H 0.267 -0.461 -0.502 -0.0535 -0.0568 -0.0542
H -0.173 1.099 0.253 -0.1816 -0.0219 -0.1035
H 1.442 0.481 0.398 0.0460 0.0989 -0.1105
H -4.881 0.953 2.136 -0.1350 -0.3477 0.3939
H -2.556 1.694 0.336 0.0568 -0.2150 -0.2441
H -0.036 -1.385 4.664 0.0500 0.2235 0.0162
H -2.381 -3.489 4.690 0.1344 -0.1100 -0.1562
C 3.926 1.305 -4.599 0.3012 -0.5229 0.0474
C 3.887 2.630 -5.382 -0.5534 -0.0957 0.1320
C 4.676 3.823 -4.829 0.2286 0.1368 -0.1442
F 4.236 4.188 -3.608 -0.1313 -0.1311 0.0831
F 4.510 4.872 -5.661 -0.0348 -0.0370 -0.0188
F 2.602 2.982 -5.601 0.0317 0.0812 0.0637
F 4.444 2.361 -6.595 0.1722 -0.0349 0.0510
O 2.839 0.993 -3.727 -0.2597 0.6328 -0.0335
C 2.772 1.432 -2.433 0.6050 -0.4130 -0.4623
C 1.579 2.369 -2.203 -0.1889 0.0292 0.0956
F 1.626 3.431 -3.015 0.1425 0.0757 -0.0688
F 1.607 2.814 -0.920 0.0082 -0.0783 -0.0163
F 3.930 1.973 -2.022 -0.1557 0.1180 0.0477
F 2.556 0.331 -1.655 0.0181 0.1538 -0.0804
H 3.863 0.535 -5.365 -0.0796 0.0232 -0.0300
H 4.886 1.161 -4.105 0.0035 0.2202 0.1179
H 5.742 3.587 -4.771 -0.0165 -0.0460 0.0087
H 0.643 1.832 -2.378 0.0451 -0.0726 0.0198
```
Positions in Å, forces in eV/Å.

Values from the calculation:
Calculated total energy   -2879.7480 a.u.
Charge   +1
Kohn-Sham gap   10.081 eV
LUMO energy   -2.74 eV